No. 1
Computed, not measured: C4H4CuMgO5 as an isolated structure in a non-equilibrium geometry, with the ωB97M-V functional and the def2-TZVPD basis.

- LUMO energy (alpha / beta): -0.0257 / -0.0293 hartree
- <S²>: 0.755
- Frontier orbital gap (alpha / beta): 0.1942 / 0.2337 hartree
- Multiplicity: 2
- Total energy: -2371.45237 Eh

Atoms and positions in Å:
O -0.1928 0.8290 1.3190
C 0.4392 -0.1726 1.8775
C -1.2106 0.2240 0.1898
O 1.6059 -0.1077 2.2264
O -0.1197 -1.3401 1.5623
C -1.3408 -1.1673 0.8265
H -1.4507 0.1351 -0.8766
H -1.9729 0.9896 0.3660
H -1.3934 -1.9707 0.0858
H -2.1877 -1.2278 1.5193
O 0.8174 -0.3452 -2.5752
C 1.1153 0.2048 -1.4636
O 1.7155 1.3697 -1.5808
Cu 2.6446 1.1956 0.3286
Mg 1.5309 1.3836 -3.8050

Force components x, y, z for each atom (eV/Å):
-0.995 0.689 -2.338
1.839 -0.966 -3.358
-2.110 0.409 2.492
-0.320 0.473 0.981
-0.512 -0.618 0.898
-0.193 0.491 0.287
2.826 0.364 -0.613
-0.427 -0.607 1.019
0.131 0.245 0.205
0.120 -0.080 -0.098
0.129 0.897 0.361
0.072 -0.977 -0.634
0.898 1.007 0.140
-1.271 -0.593 -0.563
-0.187 -0.734 1.222

These are the natural (NBO) partial charges, in e, on atoms 1 to 4: -0.515 0.991 -0.099 -0.672

No. 2
Computed, not measured: C4H4CuO as an isolated structure in a non-equilibrium geometry, with the ωB97M-V functional and the def2-TZVPD basis.

- LUMO energy (alpha / beta): -0.0050 / -0.0672 hartree
- <S²>: 0.760
- Frontier orbital gap (alpha / beta): 0.2964 / 0.2432 hartree
- Multiplicity: 2
- Total energy: -1870.34465 Eh

Atoms and positions in Å:
C -0.7540 -0.1874 -0.1181
C -1.1259 -1.2076 0.7096
O -0.5361 -1.4630 1.8756
Cu 0.6188 0.0470 1.8668
H -1.3370 -0.0580 -1.0405
H -2.0256 -1.8087 0.4980
C 1.4086 1.0808 -1.0859
C 0.7834 0.5196 -0.0645
H 1.0931 1.1467 -2.1351
H 1.8746 1.9305 -0.5058

Force components x, y, z for each atom (eV/Å):
3.149 0.561 -1.705
0.481 -0.234 2.677
-1.097 -0.250 -1.770
0.765 0.738 -0.355
0.255 0.511 0.463
0.369 0.157 -0.118
-0.446 1.914 2.113
-4.650 -2.595 0.035
0.420 -0.303 0.447
0.753 -0.499 -1.787

These are the natural (NBO) partial charges, in e, on atoms 1 to 4: -0.417 0.223 -0.797 0.914

No. 3
Computed, not measured: C4H4F12MgN2O10S4 as an isolated structure in a non-equilibrium geometry, with the ωB97M-V functional and the def2-TZVPD basis.

- LUMO energy: -0.0313 hartree
- Frontier orbital gap: 0.3909 hartree
- Total energy: -4008.07261 Eh

Atoms and positions in Å:
Mg 10.8599 -17.2671 -17.5661
C 8.4188 -17.8264 -20.5643
F 7.1384 -18.0749 -20.7613
F 9.0963 -17.9467 -21.6947
F 8.5690 -16.5712 -20.1081
S 9.0123 -19.0021 -19.2426
O 8.3571 -18.5367 -18.0637
O 8.8166 -20.3133 -19.7045
N 10.5890 -18.5235 -18.9463
S 11.7337 -19.0910 -19.9417
O 11.2599 -19.6298 -21.1744
O 12.7691 -18.0990 -20.0154
C 12.4409 -20.5140 -19.0027
F 11.4663 -21.3160 -18.6129
F 13.2815 -21.1754 -19.7766
F 13.0952 -20.0501 -17.9212
C 11.6659 -15.6290 -14.3411
F 12.3035 -15.2415 -15.4591
F 12.3154 -16.6385 -13.7881
F 11.6171 -14.6128 -13.4981
S 9.9374 -16.1243 -14.7865
O 9.2669 -16.4015 -13.5706
O 9.4419 -15.0766 -15.6116
N 10.1641 -17.4315 -15.7598
S 10.0271 -18.8832 -15.0511
O 10.3775 -19.8310 -16.0826
O 10.6946 -19.0619 -13.8051
C 8.2086 -19.1624 -14.7230
F 7.7536 -19.9846 -15.6613
F 8.1050 -19.7632 -13.5435
F 7.5041 -18.0432 -14.7194
O 12.7799 -17.2011 -17.2778
H 13.4588 -16.7297 -17.7722
H 13.2513 -17.8112 -16.6965
O 10.4253 -15.5232 -18.3792
H 10.9140 -15.2847 -19.1771
H 10.0754 -14.6983 -18.0182

Force components x, y, z for each atom (eV/Å):
-0.384 0.577 0.518
0.476 -0.056 0.275
-0.093 0.058 -0.119
-0.183 0.023 0.031
-0.149 -0.222 -0.214
0.526 1.117 1.074
-0.386 0.462 0.288
0.184 -0.816 -0.583
-0.942 -1.996 -2.740
0.540 0.242 -0.991
-0.315 -0.152 0.448
0.155 0.199 0.512
-0.298 0.140 0.234
0.105 -0.032 0.052
0.168 0.028 0.018
-0.049 -0.182 -0.155
-0.387 -0.029 -0.062
0.073 0.047 0.196
0.194 0.014 -0.083
0.051 0.075 0.010
-0.235 -0.181 -0.187
0.206 -0.388 0.437
0.220 0.638 -0.821
-0.472 0.847 2.334
0.815 -2.182 -0.518
-0.153 0.715 -0.117
-0.164 0.856 0.226
-0.084 -0.367 -0.079
-0.119 0.229 0.185
-0.070 0.147 -0.052
-0.103 -0.083 -0.150
0.907 0.058 0.294
-0.046 -0.094 -0.218
-0.102 -0.094 0.027
0.412 0.629 -0.298
-0.158 -0.041 -0.137
-0.139 -0.184 0.367

These are the natural (NBO) partial charges, in e, on atoms 1 to 4: 1.786 0.738 -0.291 -0.294

No. 4
Computed, not measured: one molecule with the formula C4H4F2 in a non-equilibrium geometry, with the ωB97M-V functional and the def2-TZVPD basis.

- LUMO energy: 0.0194 hartree
- SMILES: C=C(F)/C=C\F
- Frontier orbital gap: 0.3618 hartree
- Total energy: -354.43186 Eh

Atoms and positions in Å:
C -0.2629 -1.5455 -0.5844
C -0.8671 -0.4616 -0.0671
F -2.2293 -0.4710 0.0685
C -0.0306 0.6145 0.5992
C 1.1522 1.1227 0.4075
F 2.1593 0.6802 -0.3673
H 0.9339 -1.5635 -0.3259
H -0.9150 -2.2994 -0.8089
H -0.4492 1.3124 1.2333
H 1.1101 2.2880 0.4591

Force components x, y, z for each atom (eV/Å):
3.360 3.135 2.452
2.133 -1.172 1.171
1.172 0.868 -0.093
-2.399 -1.826 -1.445
1.166 3.222 -1.710
-0.401 -0.321 0.153
-3.391 -0.417 -1.386
-0.851 -2.362 -1.072
-1.989 1.041 1.111
1.201 -2.169 0.820

These are the natural (NBO) partial charges, in e, on atoms 1 to 4: -0.459 0.373 -0.328 -0.361

No. 5
Computed, not measured: one molecule with the formula C4H4F2O2 in a non-equilibrium geometry, with the ωB97M-V functional and the def2-TZVPD basis.

- LUMO energy: 0.0030 hartree
- SMILES: O=CCC(=O)C(F)F
- Frontier orbital gap: 0.3796 hartree
- Total energy: -504.99455 Eh

Atoms and positions in Å:
O 0.5378 0.4442 -2.8189
C 1.0644 0.4621 -1.7035
C 0.1890 0.7173 -0.4888
C 0.1684 -0.5279 0.3327
O 1.0708 -1.3540 0.3931
C -0.9289 -0.6210 1.4548
F -2.0599 -0.7601 0.7449
F -1.1092 0.5147 2.1781
H 2.1096 0.1518 -1.5401
H -0.8352 0.8493 -0.7658
H 0.5907 1.5844 0.0880
H -0.7973 -1.4610 2.1255

Force components x, y, z for each atom (eV/Å):
1.519 0.178 2.014
-1.965 -0.443 -2.249
0.870 -0.178 -0.188
2.423 -0.475 3.346
-1.425 0.826 -0.766
0.046 0.323 -1.133
-1.306 -0.503 -0.365
0.699 0.072 -0.070
-0.068 0.311 -0.056
-0.562 0.777 -0.537
-0.473 -0.715 -0.069
0.242 -0.173 0.074

These are the natural (NBO) partial charges, in e, on atoms 1 to 4: -0.499 0.431 -0.627 0.537

No. 6
Computed, not measured: one molecule with the formula C4H4F2S in a non-equilibrium geometry, with the ωB97M-V functional and the def2-TZVPD basis.

- LUMO energy: -0.0234 hartree
- SMILES: FC1(F)CCC1=S
- Frontier orbital gap: 0.3092 hartree
- Total energy: -752.68791 Eh

Atoms and positions in Å:
F 1.1939 -0.8520 1.1355
C 0.8140 -0.2967 -0.0072
F 1.0199 -1.2140 -0.9451
C 1.3795 1.0707 -0.2859
C 0.0031 1.7066 0.0597
C -0.5993 0.3038 0.0726
S -2.0461 -0.3228 -0.0059
H 1.5378 1.2283 -1.3892
H 2.2319 1.2401 0.3640
H -0.0554 2.1966 1.0446
H -0.4849 2.3881 -0.6735

Force components x, y, z for each atom (eV/Å):
0.504 -0.218 1.389
-0.992 0.204 -0.695
0.019 -0.769 -0.978
0.002 0.656 -1.104
-0.659 0.421 0.337
0.370 0.397 -0.070
-0.457 -0.194 0.019
0.444 -0.367 1.235
0.151 0.586 -0.278
0.058 -0.237 -0.253
0.560 -0.480 0.399

These are the natural (NBO) partial charges, in e, on atoms 1 to 4: -0.318 0.620 -0.319 -0.468

No. 7
Computed, not measured: one molecule with the formula C4H4F2S2 in a non-equilibrium geometry, with the ωB97M-V functional and the def2-TZVPD basis.

- LUMO energy: -0.0444 hartree
- SMILES: CSC(C=S)=C(F)F
- Frontier orbital gap: 0.2858 hartree
- Total energy: -1150.81871 Eh

Atoms and positions in Å:
C -1.4639 -0.8141 0.7194
S -0.0845 -1.6923 -0.0255
C 0.6564 0.0231 -0.2173
C 0.1960 0.9017 -1.4083
S -1.1047 0.4650 -2.4344
C 1.7316 0.3263 0.5078
F 2.2828 -0.6821 1.2417
F 2.4306 1.4944 0.7114
H -1.8604 -0.1158 0.0235
H -2.2983 -1.6534 0.7869
H -1.1546 -0.1915 1.5119
H 0.6690 1.9387 -1.4171

Force components x, y, z for each atom (eV/Å):
-2.466 -2.954 -1.091
0.916 2.632 -0.078
-0.152 -0.090 -2.989
-1.891 -0.504 0.668
3.032 1.103 1.857
1.703 -0.593 1.561
-0.211 2.081 -0.471
-1.590 -2.310 -0.779
-0.387 0.327 -0.955
1.551 2.005 0.854
0.045 -0.223 1.742
-0.550 -1.475 -0.319

These are the natural (NBO) partial charges, in e, on atoms 1 to 4: -0.745 0.277 -0.381 -0.264

No. 8
Computed, not measured: a 2-piece molecular cluster, C4H4F5NO overall in a non-equilibrium geometry, with the ωB97M-V functional and the def2-TZVPD basis.

- LUMO energy: 0.0177 hartree
- Frontier orbital gap: 0.3939 hartree
- Total energy: -784.05037 Eh

Atoms and positions in Å:
C -0.3309 0.8400 0.2371
C -2.5628 0.1618 -0.0344
C 1.6675 0.1386 -0.1647
C 1.5492 -1.3376 -0.1427
N -0.5173 1.9715 0.5278
O -1.1120 -0.1675 -0.0647
F 2.2878 0.5949 -1.3362
F 2.4120 0.5164 0.8914
F 0.9281 -1.8904 0.8948
F 2.7844 -2.0110 -0.1343
F 0.9699 -1.8646 -1.2217
H -3.0258 -0.7578 -0.3807
H -2.7110 1.0611 -0.6579
H -2.7740 0.3842 1.0134
H 0.4348 2.3605 0.5726

Force components x, y, z for each atom (eV/Å):
3.156 -6.348 -2.943
1.330 0.264 0.300
-2.042 2.047 0.095
1.648 -4.677 -0.854
0.556 4.656 1.419
-0.393 0.333 0.035
-1.295 -0.775 1.945
-0.171 0.252 -0.427
-0.357 1.241 0.634
-0.449 1.567 0.117
-0.514 1.009 -0.534
-0.187 0.318 -0.052
-0.188 -0.634 0.198
-0.389 -0.037 -0.229
-0.706 0.786 0.297

These are the natural (NBO) partial charges, in e, on atoms 1 to 4: 0.636 -0.260 0.534 0.877

No. 9
Computed, not measured: an isolated ion of composition C4H4FN2O2S and charge +1 in a non-equilibrium geometry, with the ωB97M-V functional and the def2-TZVPD basis.

- LUMO energy: -0.2554 hartree
- SMILES: O=S(=O)(F)c1ccn[nH+]c1
- Frontier orbital gap: 0.3220 hartree
- Net charge: +1
- Total energy: -912.41710 Eh

Atoms and positions in Å:
O -1.2819 -2.8162 -1.1199
S -1.2437 -1.3692 -1.4636
O -0.6845 -1.0993 -2.8347
F -2.8123 -0.7626 -1.4176
C -0.2701 -0.3333 -0.2881
C -0.6610 -0.1798 1.2347
C 0.3295 0.7742 1.9463
N 1.4627 1.4463 1.4945
N 1.7694 1.3018 0.2121
C 0.9694 0.5009 -0.6297
H -1.5486 -0.7073 1.7084
H 0.0834 0.9616 3.0554
H 2.5927 1.8162 -0.1632
H 1.2951 0.4667 -1.7347

Force components x, y, z for each atom (eV/Å):
-0.247 4.776 0.478
0.439 -3.322 -5.261
-1.790 0.309 4.680
3.350 -0.791 0.577
1.318 3.124 5.586
3.741 1.570 -3.994
-0.760 -0.617 0.175
-2.700 -1.675 0.389
-3.531 -2.792 -0.994
-0.705 -0.915 -1.513
1.358 0.905 -0.499
0.720 -0.198 -1.958
-0.734 -0.484 0.421
-0.460 0.112 1.914

These are the natural (NBO) partial charges, in e, on atoms 1 to 4: -0.768 2.242 -0.815 -0.437

No. 10
Computed, not measured: one molecule with the formula C4H4FNO2 in a non-equilibrium geometry, with the ωB97M-V functional and the def2-TZVPD basis.

- LUMO energy: 0.0264 hartree
- SMILES: [H]/N=C1/C=COO[C@@H]1F
- Frontier orbital gap: 0.3752 hartree
- Total energy: -459.76170 Eh

Atoms and positions in Å:
H 2.4907 1.2260 0.1007
N 2.1493 0.3052 0.3511
C 0.9574 0.0219 0.1664
C 0.2634 -1.2042 0.3668
C -1.0807 -1.2440 0.3676
O -1.9572 -0.2542 0.3148
O -1.4718 1.0884 0.1207
C -0.2710 1.1994 -0.5012
F -0.3438 0.9331 -1.8501
H 0.8182 -2.1203 0.4822
H -1.6285 -2.1749 0.4430
H 0.0739 2.2237 -0.3620

Force components x, y, z for each atom (eV/Å):
-0.419 0.118 -0.075
1.193 -0.451 0.280
-3.096 3.132 -1.497
-0.486 -0.402 0.110
1.120 -0.388 0.173
-0.702 0.328 -0.422
-0.197 0.275 0.372
3.074 -2.523 0.738
-0.225 0.040 0.147
0.001 -0.154 -0.008
-0.062 0.021 0.051
-0.202 0.005 0.130

These are the natural (NBO) partial charges, in e, on atoms 1 to 4: 0.358 -0.631 0.288 -0.420